No. 1
Molecular formula: C4H13N2O
Method: DFT, ωB97M-V with the def2-TZVPD basis set

DFT total energy ... -344.65871 a.u.
F_max ... 6.6 eV Å⁻¹
Total charge ... +1
Energy relative to the best compared isomer or geometry (same formula, charge and spin) ... 67.86 kcal per mole
Kohn-Sham gap ... 11.06 eV
LUMO ... -0.1366 Eh

Geometry (Å):
C  0.07  1.44  -0.87
H  -1.28  -0.82  3.09
H  0.20  -2.11  1.74
C  -0.41  0.36  1.31
H  -2.36  -0.85  1.72
H  0.64  0.13  1.51
H  -0.67  1.38  1.54
H  -0.71  -2.14  0.17
H  -0.24  0.53  -2.69
C  -1.26  -0.76  1.91
N  -0.67  0.48  -0.19
O  2.22  -0.30  -0.94
H  -1.29  -2.97  1.55
H  -0.96  -0.34  -0.63
C  -0.68  -1.99  1.32
H  0.70  1.97  -2.80
H  2.79  -0.34  -1.86
N  0.17  1.32  -2.20
H  1.90  -1.24  -0.72
H  0.67  2.30  -0.36

---

No. 2
Molecular formula: C3H10N2O
Method: DFT, ωB97M-V with the def2-TZVPD basis set

DFT total energy ... -304.93010 a.u.
F_max ... 5.4 eV Å⁻¹
Structure (SMILES) ... N/C=C/N.CO
Energy relative to the best compared isomer or geometry (same formula, charge and spin) ... 90.71 kcal per mole
Kohn-Sham gap ... 9.31 eV
LUMO ... 0.0329 Eh

Geometry (Å):
C  -0.76  0.13  -0.15
O  1.34  -0.69  1.76
H  3.33  -0.41  1.38
H  1.07  0.30  1.16
H  2.46  -0.83  -0.10
H  -1.78  -0.72  -2.95
H  -0.21  2.01  0.25
H  -0.56  1.18  1.62
C  -1.36  0.31  -1.33
H  -0.57  -0.88  0.26
H  -1.46  1.29  -1.83
H  2.49  0.92  0.53
C  2.42  -0.19  0.81
H  -1.99  -1.59  -1.61
N  -2.12  -0.65  -1.99
N  -0.12  1.10  0.71

---

No. 3
Molecular formula: C4H3F5N4
Method: DFT, ωB97M-V with the def2-TZVPD basis set

DFT total energy ... -872.27991 a.u.
F_max ... 4.1 eV Å⁻¹
Energy relative to the best compared isomer or geometry (same formula, charge and spin) ... 97.13 kcal per mole
Kohn-Sham gap (spin up / spin down) ... 7.34 / 9.63 eV
LUMO (spin up / spin down) ... -0.0433 / -0.0542 Eh

Geometry (Å):
C  -0.98  1.27  -1.11
N  -1.40  2.29  -1.46
F  -0.81  -2.35  -1.55
H  -1.86  1.00  1.70
F  2.04  0.77  1.62
F  1.30  1.92  -0.10
F  2.82  0.59  -0.38
F  2.08  -1.92  0.67
H  -2.17  -1.10  -1.64
N  -1.58  0.00  1.49
N  -1.23  -1.03  -1.34
C  0.69  -0.38  0.05
C  -0.54  -0.04  -0.80
H  -0.89  -0.17  2.28
C  1.71  0.74  0.33
N  0.83  -1.60  0.25

---

No. 4
Molecular formula: C66H165N11O22
Method: DFT, ωB97M-V with the def2-TZVPD basis set

DFT total energy ... -4870.75047 a.u.
F_max ... 2.1 eV Å⁻¹
Structure (SMILES) ... COCCNCCOC.COCCNCCOC.COCCNCCOC.COCCNCCOC.COCCNCCOC.COCCNCCOC.COCCNCCOC.COCCNCCOC.COCCNCCOC.COCCNCCOC.COCCNCCOC
Energy relative to the best compared isomer or geometry (same formula, charge and spin) ... 0.00 kcal per mole
Kohn-Sham gap ... 8.72 eV
LUMO ... 0.0186 Eh

Geometry (Å):
H  0.46  -3.37  -1.41
H  0.99  1.48  2.51
H  2.55  5.87  -0.94
C  1.38  -8.80  -3.98
H  -2.97  -2.60  -4.19
H  0.16  4.99  2.36
C  -5.28  1.59  -4.07
O  -4.72  0.68  -3.10
H  8.07  -0.11  6.86
H  -4.69  3.36  0.83
H  1.50  -0.89  -4.15
H  0.26  0.16  -4.85
N  4.92  -0.07  3.30
H  -0.68  -4.20  -0.31
O  0.36  5.59  -2.41
O  2.85  3.16  6.33
H  -10.48  2.80  5.07
H  0.59  0.02  8.13
H  -8.54  0.59  3.13
H  1.77  6.82  0.28
C  3.73  7.32  -3.23
H  -0.46  -0.48  6.88
O  -2.90  2.98  6.59
H  -12.19  2.97  3.32
H  -0.22  -3.48  -4.89
C  3.55  3.67  5.20
H  5.59  6.94  -5.13
H  -6.16  -0.02  3.47
H  -0.31  -4.86  -3.11
O  1.47  -2.45  1.30
H  -3.85  2.92  -3.21
H  -4.47  2.62  5.26
H  1.74  -7.61  2.66
C  1.28  -2.48  -6.47
C  -0.98  1.49  -1.58
H  -3.45  1.61  -0.42
O  3.59  7.02  -4.61
H  -0.11  3.58  1.29
C  -3.33  2.17  7.67
H  -0.88  1.71  7.45
C  0.42  3.95  2.17
O  1.16  -7.48  -3.60
C  -4.87  3.65  1.88
H  8.87  -1.03  5.54
C  2.30  -2.58  2.42
H  -0.55  -6.20  -7.49
C  -1.20  -5.10  -5.69
C  -2.17  -1.92  -3.88
H  -1.09  -1.04  9.80
C  2.56  1.79  -0.71
H  -3.71  3.17  -6.12
H  -2.80  0.26  6.86
H  -0.52  2.45  -9.22
C  5.47  0.46  2.04
H  -0.07  -6.87  -5.90
C  1.98  1.06  5.45
N  2.27  7.95  -1.34
C  4.93  -1.39  -4.64
N  0.64  1.55  5.44
H  1.55  8.63  -1.11
H  7.14  1.89  3.45
O  -2.05  -7.16  -6.46
C  -3.20  0.31  1.26
H  -1.75  -2.08  6.33
H  2.18  -2.68  -5.85
H  -6.29  1.84  -3.71
O  -10.38  2.01  3.19
C  0.07  1.80  3.03
C  -0.48  -3.93  -1.35
H  -1.39  -3.48  7.34
H  3.91  1.90  1.85
H  2.94  4.03  -3.24
H  -0.94  -8.90  -6.29
H  4.79  2.38  -3.51
H  -0.75  1.59  2.33
H  1.06  -6.02  4.31
H  1.70  -5.40  -2.37
H  4.87  3.11  -5.11
H  -2.57  -1.11  -3.28
H  -3.08  2.77  8.55
H  1.12  -5.78  -0.79
C  -2.10  -2.66  7.19
C  5.23  -2.30  -3.45
C  -0.87  -6.36  -6.46
H  1.29  -4.72  1.71
H  -6.34  1.24  1.68
N  -3.43  2.80  -5.23
H  -6.12  1.27  4.66
N  -1.24  1.03  8.11
H  5.33  0.53  4.02
H  -2.80  0.94  2.07
H  4.58  8.01  -3.12
H  4.91  5.40  -4.62
H  -1.12  -6.84  -0.10
C  -10.11  1.88  4.58
H  1.51  3.91  1.99
C  -8.61  1.83  4.76
O  5.48  2.86  2.66
H  4.49  6.08  -6.19
H  -11.91  1.99  1.85
C  -6.61  0.94  3.74
H  3.85  1.36  6.44
O  -1.15  -2.62  -3.20
C  0.55  -3.77  -6.71
H  7.46  2.93  2.02
C  6.86  2.81  2.93
H  0.66  2.56  5.40
O  0.41  -1.59  -5.82
H  2.12  -0.56  0.85
O  -2.70  -1.00  1.49
H  -2.63  -2.48  2.87
H  2.97  2.40  -1.52
C  -1.59  -3.06  -1.92
H  -5.40  1.02  -5.00
C  4.99  1.88  1.79
C  1.92  -1.53  0.36
C  1.69  -3.62  3.32
H  -1.37  6.35  -3.23
O  0.08  3.19  3.30
H  -0.27  0.85  -8.42
H  -7.16  2.59  2.39
C  -1.80  -8.48  -6.84
H  7.56  -0.88  3.47
H  1.66  -2.06  -7.41
H  0.62  -9.51  -3.63
H  6.10  -1.87  -2.95
C  0.76  -7.16  2.57
O  1.35  1.20  -1.12
H  -0.28  1.79  -5.85
O  2.99  2.45  -4.52
H  -0.89  0.64  -2.27
N  1.63  -4.90  2.65
H  0.66  -3.25  3.51
H  2.52  -3.38  -1.96
H  3.62  -0.01  -3.76
C  4.69  0.98  -5.15
H  4.81  -1.89  4.32
H  -0.19  -2.12  8.75
C  0.85  -5.89  -1.85
H  1.63  7.55  -3.38
H  3.33  -2.83  2.13
H  -3.10  1.58  5.03
H  0.08  0.00  4.17
C  6.86  -1.40  4.15
C  7.97  -0.93  6.16
H  -1.16  -5.72  1.25
H  7.88  -1.85  6.75
H  2.82  4.46  -5.01
H  5.43  -3.33  -3.78
H  -1.23  1.13  4.57
H  -6.10  -0.83  -3.49
H  3.93  6.43  -2.62
H  1.17  -4.56  -7.15
N  -0.39  -5.17  -2.15
H  3.38  4.75  5.26
C  -6.33  1.90  2.58
H  -0.84  3.42  -5.94
H  2.50  9.04  -3.11
H  0.13  5.53  -0.36
H  -4.29  0.32  1.35
H  -8.32  1.74  5.81
O  -2.19  -1.91  8.35
H  -2.68  -9.09  -6.70
C  -5.62  -0.29  -2.66
H  2.37  2.41  0.18
C  -2.64  0.84  7.79
H  -1.64  -5.41  -4.74
H  -1.54  -8.55  -7.91
H  -5.07  -1.03  -2.08
H  -2.53  -3.61  -1.90
H  0.05  -7.86  3.06
H  -3.91  -1.26  3.16
H  -5.73  4.33  1.86
C  -0.93  5.40  -2.90
N  -8.03  0.76  3.99
H  2.89  -1.83  -0.06
C  -2.85  0.74  -0.14
C  4.66  6.33  -5.14
H  4.17  -1.82  -5.31
C  -11.76  2.03  2.93
C  2.44  7.99  -2.79
H  2.40  1.59  7.47
C  1.81  6.66  -0.81
H  3.97  0.84  -5.98
N  4.55  -0.08  -4.16
H  -1.65  2.28  -1.92
C  0.36  2.17  -1.41
H  -2.53  0.88  -5.41
O  0.44  -7.08  1.20
O  6.81  -0.74  5.39
H  -1.87  1.90  -4.18
C  0.41  6.24  -1.15
H  1.75  -7.76  -1.64
H  2.38  -9.14  -3.66
C  1.03  -0.58  -5.09
H  2.19  -3.66  4.29
H  1.32  -8.84  -5.07
H  -0.86  4.77  -3.79
O  4.21  -2.32  -2.48
H  -0.25  -3.58  -7.45
H  -1.65  4.88  -2.26
C  -0.90  -6.75  0.96
C  -0.16  1.05  4.34
C  -3.38  2.61  5.31
H  -3.18  -0.08  -0.80
H  -5.02  3.69  -4.26
C  4.38  2.31  -4.53
C  -1.18  2.39  -6.09
H  4.60  3.41  5.11
H  -1.72  -1.56  -4.81
O  -5.08  2.52  2.68
H  -0.31  -5.42  3.32
H  -8.25  2.82  4.41
H  2.51  -2.71  -3.61
H  0.52  2.35  -7.82
C  2.54  3.75  -4.23
C  -0.38  1.93  -8.27
O  -1.50  2.19  -7.44
H  2.44  1.13  4.45
H  5.86  -1.28  -5.21
C  -2.29  1.94  -5.20
H  5.09  -0.16  1.22
H  -6.40  0.15  -2.03
H  2.03  -0.03  5.60
H  -2.93  3.30  4.61
H  -3.15  0.32  8.60
C  -0.96  -1.34  8.76
H  6.57  0.42  2.03
C  0.71  -5.84  3.30
C  5.46  -1.42  3.59
C  -2.88  -1.41  2.82
H  -0.85  0.51  0.25
H  3.25  0.98  -0.48
C  0.92  -7.35  -2.22
H  1.20  -1.36  -0.44
N  -0.05  -4.28  -5.48
H  7.10  3.67  3.55
H  -1.59  -7.37  1.55
H  -1.67  -2.17  -1.27
H  -2.03  -4.60  -6.24
H  3.46  -4.15  -3.17
H  -10.61  0.99  4.98
H  2.40  -1.61  2.95
H  0.66  2.67  -2.34
H  1.46  3.78  -4.15
C  -0.47  -0.15  7.94
H  -4.02  4.19  2.27
H  2.95  3.40  4.32
H  -12.27  1.18  3.40
H  0.00  -7.87  -1.92
H  7.25  -2.42  4.26
C  3.13  -3.16  -2.83
H  5.66  0.89  -5.64
H  -3.08  -3.09  6.95
N  -1.46  1.15  -0.25
H  0.26  2.85  -0.55
H  1.75  0.02  -5.67
H  -0.30  7.08  -1.11
H  5.48  -1.99  2.65
C  -4.39  2.81  -4.16
H  5.25  2.10  0.74
H  -4.42  2.03  7.65
H  -2.17  -0.91  3.49
C  2.82  1.75  6.47

---

No. 5
Molecular formula: C39H44ClN2O2P2Ti
Method: DFT, ωB97M-V with the def2-TZVPD basis set

DFT total energy ... -3764.80751 a.u.
F_max ... 2.6 eV Å⁻¹
Total charge ... -1
Energy relative to the best compared isomer or geometry (same formula, charge and spin) ... 33.61 kcal per mole
Kohn-Sham gap (spin up / spin down) ... 5.42 / 6.24 eV
LUMO (spin up / spin down) ... 0.0956 / 0.0788 Eh
2S+1 ... 3
<S²> ... 2.05

Geometry (Å):
C  -2.78  0.80  -6.35
H  5.39  3.94  1.11
C  2.91  -1.27  -1.66
C  -3.91  -2.25  -3.00
H  1.33  2.36  3.96
H  -0.97  0.78  7.18
C  3.52  2.90  1.23
C  -3.81  -4.63  -3.32
H  -2.89  -1.18  -5.54
H  -5.61  -3.54  -2.89
C  1.84  0.90  -3.11
H  1.38  1.89  -3.07
C  4.21  1.73  -1.15
C  -0.45  -2.99  -0.20
C  4.73  3.22  0.64
C  -1.74  2.66  6.51
C  1.17  -2.08  2.10
C  0.46  3.44  1.58
P  0.99  1.65  1.66
H  0.17  3.79  2.57
H  -2.69  -1.13  1.43
H  -1.07  0.14  2.50
C  -1.94  2.49  -4.88
C  -4.54  -3.48  -3.06
O  -1.73  1.55  -0.46
C  -2.61  -0.15  -5.35
C  1.86  -3.14  2.71
H  3.26  3.39  2.16
C  3.24  -3.11  2.84
H  -2.76  -1.76  -0.24
H  -3.18  0.50  -7.31
P  1.89  0.22  -1.41
H  1.31  -3.99  3.09
C  -1.30  1.71  3.91
H  -1.69  3.52  -4.68
H  -1.39  1.83  -2.90
H  4.48  1.27  -2.10
H  -0.82  -1.57  2.76
H  3.77  -3.93  3.31
C  -2.06  3.46  5.43
C  3.22  -0.98  1.72
Ti  -0.47  0.21  -0.55
C  -0.99  0.93  5.04
H  2.82  1.62  3.31
C  -1.21  1.39  6.33
H  2.35  -1.96  -2.29
C  -2.35  -1.92  0.76
C  -2.53  -2.14  -3.21
C  -2.45  -4.54  -3.54
C  2.99  1.40  -0.55
H  3.81  -0.14  1.35
H  3.85  -1.01  -2.16
H  1.23  4.10  1.18
C  -2.44  2.12  -6.12
H  -2.10  3.60  3.29
H  -0.75  -3.23  -3.66
C  -0.33  -2.21  2.03
H  5.01  -1.96  2.42
C  -1.85  -0.81  -3.06
H  -2.71  -2.89  1.14
H  6.03  2.86  -1.05
H  3.12  -1.75  -0.71
C  -1.77  1.55  -3.88
H  -0.58  -0.06  4.90
C  2.63  1.97  0.67
C  -1.05  1.22  2.56
H  -0.81  -3.96  0.19
N  -1.09  -0.61  -2.04
C  -1.84  2.98  4.14
H  -4.47  -1.35  -2.79
C  -2.09  0.20  -4.10
H  -1.87  -5.43  -3.76
H  1.19  0.26  -3.71
H  2.83  0.97  -3.57
H  -2.48  4.44  5.58
C  -1.81  -3.30  -3.49
H  -0.62  -3.24  2.29
H  -0.83  -2.82  -1.20
H  1.48  0.60  3.80
H  -0.41  3.48  0.91
H  0.64  -3.02  -0.23
C  5.09  2.63  -0.57
O  -0.43  1.98  -0.98
C  1.83  -0.96  1.57
C  3.93  -2.01  2.33
Cl  -2.03  3.25  8.13
H  -1.68  1.68  1.80
H  -4.31  -5.60  -3.36
N  -0.88  -1.91  0.69
C  1.73  1.56  3.34
H  -2.57  2.86  -6.90